1.
{
  "formula": "Br3H3Si2",
  "method": "wB97M-V/def2-TZVPD",
  "multiplicity": 1,
  "charge": 0,
  "orbital_gap_ha": 0.3344,
  "e_above_lowest_kcal_mol": 45.1,
  "elements": ["Si", "Si", "Br", "Br", "Br", "H", "H", "H"],
  "coordinates": [[1.217610, -0.634607, -0.276053], [-0.882660, 0.394565, -0.154436], [2.314355, 0.093905, 1.491886], [-2.389481, -0.196965, -1.651954], [-1.401855, 2.541799, 0.178591], [2.193405, -0.288335, -1.412874], [0.762426, -1.878171, 0.205259], [-1.813800, -0.032191, 1.619581]],
  "forces_ev_per_a": [[0.9, 2.0, -0.3], [-2.6, 0.2, 3.2], [0.2, 0.3, 0.3], [0.2, -0.4, -0.3], [0.7, 0.2, -0.3], [-1.0, -0.7, 0.5], [-0.2, -1.6, -0.3], [1.8, 0.1, -2.7]],
  "nbo_charge": [0.574, 0.571, -0.284, -0.275, -0.281, -0.074, -0.119, -0.112]
}

***

2.
{
  "formula": "Br5Cr",
  "method": "wB97M-V/def2-TZVPD",
  "multiplicity": 4,
  "charge": -2,
  "orbital_gap_ha": [0.2253, 0.2773],
  "s_squared": 3.988,
  "e_above_lowest_kcal_mol": 14.6,
  "elements": ["Cr", "Br", "Br", "Br", "Br", "Br"],
  "coordinates": [[-12.443334, -31.708768, -17.476256], [-11.838621, -34.210548, -16.277344], [-10.927916, -30.524381, -15.455876], [-10.664710, -31.794418, -19.165506], [-12.843847, -28.958713, -18.116797], [-14.524078, -32.709868, -18.957967]],
  "forces_ev_per_a": [[0.9, 0.4, -0.1], [-0.5, 1.1, -0.5], [-0.7, -0.7, -0.8], [-0.4, -0.1, 0.4], [-0.2, -1.2, 0.2], [0.9, 0.5, 0.8]],
  "nbo_charge": [1.065, -0.663, -0.627, -0.476, -0.643, -0.656]
}

***

3.
{
  "formula": "BrCa5O12P3Zn",
  "method": "wB97M-V/def2-TZVPD",
  "multiplicity": 2,
  "charge": 3,
  "orbital_gap_ha": [0.1402, 0.1234],
  "s_squared": 1.761,
  "elements": ["Ca", "Ca", "Ca", "Ca", "Ca", "Zn", "P", "O", "O", "O", "O", "P", "O", "O", "O", "O", "P", "O", "O", "O", "O", "Br"],
  "coordinates": [[-2.016973, 1.046154, 1.000770], [-2.176816, -3.221136, -1.264158], [0.820796, -3.093020, 1.473171], [3.276420, -0.038608, -1.415796], [1.428938, 0.379289, 2.924447], [-0.004102, 0.473398, -2.372821], [-0.859203, -1.104737, 3.731907], [-0.710827, -2.498161, 3.042473], [0.148788, -0.681287, 4.782130], [-2.288889, -1.563008, 4.392881], [-1.141552, 0.199501, 2.968408], [0.247151, -1.075740, -0.314898], [0.865298, -0.846313, 1.087760], [1.249596, -0.726570, -1.484831], [-0.897804, 0.007680, -0.590066], [-0.252716, -2.499714, -0.248586], [0.014003, 3.023750, -2.642920], [0.586299, 3.617581, -3.925260], [1.027532, 2.053359, -1.836741], [-0.912827, 1.988273, -3.151474], [-0.139715, 4.328922, -1.892606], [1.736603, 0.230385, -4.263790]],
  "forces_ev_per_a": [[-0.4, 0.3, 0.4], [-0.4, -0.3, -0.3], [-0.6, -1.7, 2.7], [-0.7, 1.7, -3.0], [-1.3, 0.3, 1.8], [0.2, 2.2, -3.5], [-3.3, -2.7, 3.7], [1.8, 1.7, -1.3], [1.7, -0.2, -2.1], [0.9, 0.8, -0.4], [0.5, 1.0, -3.1], [-0.3, 4.6, -2.2], [1.6, 0.2, 0.4], [-0.6, -3.3, 3.9], [0.7, -2.6, 1.7], [-0.8, -1.1, -1.4], [3.4, 3.3, 1.8], [1.2, 0.7, -1.4], [0.8, -0.2, 1.5], [-4.0, -2.5, -0.1], [-1.1, -1.6, 0.2], [0.6, -0.7, 0.7]],
  "nbo_charge": [1.891, 1.100, 1.834, 1.823, 1.883, 1.656, 2.381, -1.232, -1.154, -0.463, -1.360, 2.530, -1.394, -1.303, -1.336, -1.338, 2.440, -0.615, -1.422, -1.235, -0.973, -0.713]
}

***

4.
{
  "formula": "BrCd3N5O15",
  "method": "wB97M-V/def2-TZVPD",
  "multiplicity": 2,
  "charge": -1,
  "orbital_gap_ha": [0.1172, 0.1171],
  "s_squared": 0.751,
  "elements": ["Cd", "Cd", "Cd", "N", "O", "O", "O", "N", "O", "O", "O", "N", "O", "O", "O", "N", "O", "O", "O", "N", "O", "O", "O", "Br"],
  "coordinates": [[-1.141871, -1.182293, -2.936932], [2.234535, 1.150504, 0.859101], [-2.555645, 1.293621, 2.308432], [2.262540, -1.658244, 2.436205], [2.240510, -0.531403, 1.888307], [2.447499, -1.667765, 3.570556], [2.319758, -2.747006, 1.916398], [3.410170, -1.787781, -1.337524], [2.940663, -2.828977, -0.960226], [3.322621, -0.591859, -0.990414], [4.192342, -1.852722, -2.337124], [0.418692, 3.469287, 2.174196], [-0.532500, 3.187384, 1.519405], [0.649153, 4.609364, 2.524476], [1.281162, 2.467983, 2.184200], [-4.256473, -0.506105, -3.404628], [-4.905081, -1.417827, -3.050940], [-4.725531, 0.654301, -3.901261], [-3.033957, -0.504375, -3.258495], [-0.641947, 0.227964, -0.087624], [-1.180629, 0.303577, 1.051088], [-1.181194, -0.219472, -1.102604], [0.575409, 0.298225, -0.189984], [-4.140227, -0.166383, 1.125391]],
  "forces_ev_per_a": [[1.5, -1.7, -1.6], [0.8, -0.3, -1.2], [-0.1, 0.3, -0.7], [2.0, -2.7, -1.7], [-0.9, 0.3, -1.2], [0.2, 1.7, 8.6], [-1.3, -0.6, -3.9], [3.7, -0.6, -4.8], [-1.8, 0.4, 2.1], [-2.1, 2.2, 3.1], [0.1, -0.7, -0.3], [3.6, 0.1, -1.7], [-5.4, -0.7, -1.2], [0.6, -1.1, 1.1], [0.7, 1.8, 2.3], [-1.6, 6.1, -2.0], [-2.0, -2.0, 0.4], [0.6, -3.8, 1.3], [1.7, 0.3, 0.0], [1.6, -2.3, -0.2], [0.7, 0.0, -1.4], [-2.6, 1.7, 2.5], [0.5, 1.3, -0.2], [-0.6, 0.3, 0.6]],
  "nbo_charge": [0.961, 1.785, 1.518, 0.750, -0.801, -0.460, -0.438, 0.714, -0.432, -0.634, -0.573, 0.732, -0.518, -0.376, -0.748, 0.734, -0.404, -0.563, -0.732, 0.776, -0.638, -0.558, -0.518, -0.578]
}